This record from OMol25 describes a cluster of 2 separate species, C2H6Se in total in a non-equilibrium geometry. The level of theory is ωB97M-V/def2-TZVPD.

XYZ file:
```
9
Properties=species:S:1:pos:R:3
C 0.58201 0.48802 -1.16692
C -1.51670 -0.38243 1.37358
Se 0.00668 -1.23611 1.51186
H 0.00493 -0.52233 -1.19422
H 0.31007 0.99348 -0.19492
H 0.22722 1.20640 -1.94962
H -2.20087 -0.67675 0.59778
H 1.70139 0.29259 -1.27412
H 0.88527 -0.16288 2.29658
```

Properties
Net charge = 0
Spin multiplicity = 1
ΔE to the lowest compared entry with this formula, charge and spin = 81.7 kcal/mol

Formally, the Mulliken partial charges of the atoms, in units of the elementary charge, are as follows: number 1, C, carries -0.8053; number 2, C, carries -0.3989; number 3, Se, carries 0.0203; number 4, H, carries 0.1590; number 5, H, carries 0.1826; number 6, H, carries 0.2597; number 7, H, carries 0.2390; number 8, H, carries 0.2240; number 9, H, carries 0.1195



This record from OMol25 describes a cluster of 12 separate species, C26H78N14O14 in total in a non-equilibrium geometry. The level of theory is ωB97M-V/def2-TZVPD.

XYZ file:
```
132
Properties=species:S:1:pos:R:3
C 6.16403 -1.13412 -2.86695
C 5.06299 -0.16448 -3.16362
O 4.91695 0.74610 -2.02849
H 6.30139 -1.81086 -3.73714
H 5.77161 -1.79898 -2.03145
H 7.10952 -0.75457 -2.47956
H 4.18345 -0.77110 -3.24442
H 5.22072 0.44500 -4.03414
H 4.28226 0.39275 -1.41622
C 2.27011 0.67999 0.83189
C 2.11237 -0.59439 -0.01817
O 1.04123 -1.42734 0.56059
H 3.08798 1.33151 0.37533
H 2.53004 0.34971 1.87661
H 1.34831 1.27720 0.96134
H 3.09477 -1.10926 0.00399
H 1.92278 -0.32425 -1.05802
H 0.87366 -2.07825 -0.11651
C 1.29754 -4.52444 2.74533
C 1.93034 -5.06483 1.49320
O 2.41879 -4.06659 0.58165
H 0.58375 -3.78658 2.37171
H 2.01383 -4.10311 3.47292
H 0.71076 -5.34972 3.27665
H 1.29441 -5.61193 0.81973
H 2.78434 -5.76176 1.65800
H 3.25416 -3.68608 1.04095
C 3.04830 6.12896 2.09553
C 2.42763 7.47985 2.51851
O 1.04604 7.53529 1.99670
H 4.13452 6.12962 2.34693
H 2.99659 5.97734 1.00815
H 2.39811 5.33765 2.47732
H 2.99935 8.34995 2.30571
H 2.42379 7.41467 3.64141
H 0.78100 8.42687 2.12512
C 2.41552 4.12825 -2.93991
O 1.29092 4.27998 -3.42506
N 3.13017 3.00854 -3.14734
N 3.04980 5.06406 -2.09687
H 2.59907 2.12251 -3.32779
H 3.95306 2.79168 -2.58151
H 2.63935 5.97104 -1.88160
H 4.08486 5.04444 -2.08526
C 0.04359 -3.83941 -2.33414
O 0.27120 -2.71066 -1.92714
N -0.76194 -4.06473 -3.37228
N 0.49858 -4.90866 -1.57541
H -0.89773 -3.27751 -4.01472
H -0.84227 -5.05349 -3.68573
H 0.68001 -5.73508 -2.11167
H 1.18804 -4.57457 -0.89093
C -0.05002 0.84724 -3.18861
O 1.13671 0.78577 -3.01448
N -0.59980 2.04199 -3.48170
N -0.88714 -0.24203 -3.15836
H 0.03067 2.76288 -3.59625
H -1.46524 2.24338 -3.81940
H -0.51494 -1.18127 -2.80858
H -1.82108 -0.08203 -2.84037
C 1.64178 -1.95337 5.77235
O 2.78922 -1.84615 6.05826
N 0.84701 -0.79793 5.65168
N 1.00324 -3.13836 5.43803
H 1.29526 0.06243 5.96594
H -0.17143 -0.84883 5.66250
H 1.61738 -3.81913 5.15945
H 0.11681 -3.01651 5.04016
C 4.63164 -3.02575 3.02649
O 4.71604 -3.60125 1.95597
N 5.23681 -3.57656 4.11563
N 4.09924 -1.77349 3.20524
H 5.05016 -3.13639 4.99322
H 5.63558 -4.48663 4.06460
H 3.74761 -1.51845 4.16974
H 3.46761 -1.48430 2.55241
C -2.66678 -1.41517 4.06693
O -1.90019 -1.95435 4.91352
N -4.00545 -1.34942 4.32550
N -2.14503 -0.81961 2.95419
H -4.24990 -2.07316 4.97472
H -4.71345 -0.82414 3.76996
H -2.58032 -0.31332 2.25213
H -1.16354 -0.86744 2.85540
C -2.73304 -1.76724 -0.48601
O -3.18245 -1.23588 -1.79412
C -4.31868 -2.07189 -2.20175
C -4.96576 -1.55523 -3.49035
N -4.02035 -1.38739 -4.63656
C -3.60821 -2.61948 -5.34470
C -2.48591 -2.21219 -6.27441
O -1.35508 -2.07327 -5.46214
C -0.33650 -1.32733 -6.14240
H -2.27161 -2.72070 -0.63882
H -3.66650 -2.01409 0.15459
H -2.09176 -1.06284 0.00246
H -5.10769 -2.16848 -1.39177
H -3.96978 -3.08278 -2.38671
H -5.49353 -0.56593 -3.21981
H -5.71855 -2.26881 -3.82894
H -3.19116 -0.87314 -4.39625
H -4.47565 -2.94284 -5.98655
H -3.23448 -3.48730 -4.65661
H -2.82807 -1.23430 -6.65082
H -2.37744 -2.79985 -7.18095
H -0.37604 -0.21200 -6.11812
H -0.21747 -1.54517 -7.21758
H 0.68355 -1.54052 -5.78400
C -0.18644 4.50434 0.62653
O -0.63043 3.23317 1.19149
C -1.05363 2.30139 0.17340
C -2.58824 2.23714 0.24713
N -2.96541 1.57770 1.50567
C -4.36407 1.86949 1.98047
C -4.55572 3.07736 2.93178
O -5.77337 2.82099 3.53225
C -6.37838 3.83611 4.39179
H 0.21893 5.09819 1.46161
H -1.11462 4.97314 0.18335
H 0.60405 4.35756 -0.13337
H -0.60975 1.35102 0.36552
H -0.72519 2.66210 -0.80754
H -2.93297 1.63106 -0.55120
H -2.86114 3.25777 0.23591
H -2.31008 1.89073 2.18939
H -4.69543 1.05620 2.61794
H -5.06660 1.86953 1.07758
H -4.52410 4.00797 2.41071
H -3.68379 3.20025 3.65347
H -7.51369 3.62580 4.29267
H -6.12531 4.84201 4.08147
H -6.13052 3.56278 5.44486
```

Properties
Net charge = 0
Spin multiplicity = 1
SMILES = COCCNCCOC.COCCNCCOC.NC(N)=O.NC(N)=O.NC(N)=O.NC(N)=O.NC(N)=O.NC(N)=O.CCO.CCO.CCO.CCO

These are the Mulliken partial charges, in e, on atoms 1 to 99: number 1, C, carries -1.0259; number 2, C, carries -0.0140; number 3, O, carries -0.5865; number 4, H, carries 0.3436; number 5, H, carries 0.1458; number 6, H, carries 0.3066; number 7, H, carries 0.0866; number 8, H, carries 0.3940; number 9, H, carries 0.2667; number 10, C, carries -0.5572; number 11, C, carries -0.1188; number 12, O, carries 0.3864; number 13, H, carries 0.2174; number 14, H, carries 0.1729; number 15, H, carries -0.1258; number 16, H, carries 0.4981; number 17, H, carries 0.1600; number 18, H, carries -0.1361; number 19, C, carries -0.0984; number 20, C, carries -0.6076; number 21, O, carries -0.6596; number 22, H, carries 0.0290; number 23, H, carries -0.3788; number 24, H, carries 0.4160; number 25, H, carries 0.4948; number 26, H, carries 0.2718; number 27, H, carries 0.1696; number 28, C, carries -0.6259; number 29, C, carries -0.2889; number 30, O, carries -0.4779; number 31, H, carries 0.3554; number 32, H, carries 0.0262; number 33, H, carries 0.1742; number 34, H, carries 0.3939; number 35, H, carries 0.2339; number 36, H, carries 0.2622; number 37, C, carries 0.5945; number 38, O, carries -0.7424; number 39, N, carries -0.3307; number 40, N, carries -0.4015; number 41, H, carries 0.1977; number 42, H, carries 0.2246; number 43, H, carries 0.2173; number 44, H, carries 0.1995; number 45, C, carries 0.1001; number 46, O, carries -0.2906; number 47, N, carries -0.1441; number 48, N, carries -0.4003; number 49, H, carries 0.0743; number 50, H, carries 0.1919; number 51, H, carries 0.1884; number 52, H, carries 0.3270; number 53, C, carries 0.1499; number 54, O, carries -0.5604; number 55, N, carries -0.1618; number 56, N, carries 1.0603; number 57, H, carries 0.1988; number 58, H, carries 0.1453; number 59, H, carries -0.4833; number 60, H, carries -0.1095; number 61, C, carries 0.5460; number 62, O, carries -0.6846; number 63, N, carries -0.3106; number 64, N, carries -0.4140; number 65, H, carries 0.1951; number 66, H, carries 0.2096; number 67, H, carries 0.3547; number 68, H, carries 0.3106; number 69, C, carries 0.5851; number 70, O, carries -0.7210; number 71, N, carries -0.3932; number 72, N, carries -0.4029; number 73, H, carries 0.1973; number 74, H, carries 0.2328; number 75, H, carries 0.1542; number 76, H, carries 0.2653; number 77, C, carries 0.4417; number 78, O, carries -0.7855; number 79, N, carries -0.3611; number 80, N, carries 0.1588; number 81, H, carries 0.2301; number 82, H, carries 0.1564; number 83, H, carries 0.1269; number 84, H, carries 0.0249; number 85, C, carries -0.4325; number 86, O, carries 0.0001; number 87, C, carries -0.5412; number 88, C, carries -0.9624; number 89, N, carries -0.3292; number 90, C, carries -0.2856; number 91, C, carries -0.9700; number 92, O, carries -0.2085; number 93, C, carries -0.9389; number 94, H, carries 0.3655; number 95, H, carries 0.3413; number 96, H, carries -0.4113; number 97, H, carries 0.3473; number 98, H, carries 0.4061; number 99, H, carries 0.2919



| no. | HOMO level (eV) |
| --- | --- |
| 1 | -8.40 |
| 2 | -8.85 |